Density functional theory data (ωB97M-V/def2-TZVPD) for the ion C4H9ClN3 with charge +1.

Geometry as XYZ:
```
17
Properties=species:S:1:pos:R:3
C 0.423 -1.280 -0.238
C -1.296 0.918 1.446
C 0.110 0.037 -0.738
C 0.100 0.860 0.951
N 1.413 -2.012 -0.624
N -1.846 -0.212 1.565
N 0.899 0.596 -1.758
Cl 0.894 2.490 0.650
H -0.362 -1.451 0.500
H -1.607 1.812 1.935
H -1.017 0.199 -0.960
H 0.832 0.312 1.637
H 1.632 -2.879 -0.107
H -2.604 -0.169 2.327
H 0.535 1.519 -1.975
H 1.842 -1.995 -1.561
H 1.921 0.576 -1.507
```

Calculated values
HOMO = -13.72 eV
multiplicity = 1
total charge = +1
electronic energy = -21277.9088 eV
Kohn-Sham gap = 8.90 eV
lowest unoccupied orbital energy = -4.8 eV